ORCA calculation (the ωB97M-V functional and the def2-TZVPD basis) on 7 unconnected molecules or ions with the total composition C18H50BClNO9S7 at a distorted geometry.

Structure (XYZ):
```
87
Properties=species:S:1:pos:R:3:lowdin_charge:R:1
C 0.186 3.537 2.564 -0.083
C -0.819 3.765 1.382 -0.220
C -0.776 2.664 0.289 -0.151
C -2.066 1.840 0.121 -0.218
O -3.243 2.698 0.293 -0.387
S -4.611 1.852 0.422 1.234
C -5.865 3.158 0.754 -0.220
C -5.086 4.342 1.377 -0.840
O -4.667 5.191 0.730 0.114
Cl -4.785 4.353 3.146 0.736
B -4.618 0.808 2.027 -0.716
N -4.095 -0.515 1.951 0.195
O -5.126 1.287 3.206 0.081
H -0.406 3.205 3.426 0.065
H 0.585 4.519 2.832 0.072
H 0.978 2.829 2.313 0.069
H -1.800 3.938 1.837 0.081
H -0.523 4.703 0.900 0.101
H -0.543 3.130 -0.674 0.120
H 0.034 1.962 0.506 0.107
H -2.013 0.981 0.802 0.107
H -2.097 1.425 -0.890 0.101
H -6.319 3.531 -0.163 0.115
H -6.579 2.778 1.491 0.105
H -3.670 -0.717 1.046 0.086
H -3.367 -0.617 2.661 0.121
H -4.414 1.195 3.867 0.133
C 1.106 -1.825 -2.492 -0.274
S 0.032 -0.392 -2.395 0.837
O -0.421 -0.272 -0.970 -0.569
C -1.332 -1.101 -3.329 -0.267
H 2.013 -1.614 -1.934 0.034
H 0.608 -2.692 -2.058 0.068
H 1.362 -2.019 -3.533 0.060
H -1.678 -2.014 -2.842 0.059
H -1.002 -1.317 -4.344 0.058
H -2.143 -0.374 -3.359 0.043
C 5.737 -4.799 -1.684 -0.283
S 4.595 -3.440 -1.438 0.826
O 3.537 -3.556 -2.491 -0.580
C 5.727 -2.145 -1.961 -0.260
H 5.217 -5.727 -1.451 0.055
H 6.071 -4.819 -2.721 0.063
H 6.587 -4.687 -1.018 0.028
H 6.062 -2.338 -2.981 0.064
H 6.579 -2.114 -1.283 0.058
H 5.199 -1.193 -1.924 0.044
C 2.667 -5.744 -4.692 -0.280
S 3.608 -6.310 -6.116 0.797
O 4.917 -5.606 -6.088 -0.558
C 2.588 -5.494 -7.355 -0.275
H 3.158 -6.109 -3.793 0.040
H 2.640 -4.655 -4.670 0.039
H 1.654 -6.148 -4.740 0.053
H 2.567 -4.420 -7.167 0.056
H 1.578 -5.904 -7.321 0.050
H 3.023 -5.685 -8.334 0.049
C -7.064 2.258 8.397 -0.264
S -6.150 1.792 6.921 0.793
O -4.856 2.527 6.943 -0.560
C -7.216 2.643 5.750 -0.275
H -6.538 1.858 9.261 0.054
H -7.115 3.345 8.472 0.062
H -8.067 1.833 8.353 0.057
H -7.258 3.707 5.988 0.063
H -8.217 2.210 5.781 0.058
H -6.792 2.507 4.757 0.004
C -2.692 8.866 2.817 -0.270
S -1.772 8.338 1.363 0.776
O -0.477 9.063 1.373 -0.547
C -2.825 9.163 0.159 -0.270
H -2.178 8.489 3.699 0.050
H -2.731 9.955 2.855 0.060
H -3.700 8.452 2.779 0.048
H -2.855 10.233 0.368 0.060
H -3.830 8.741 0.205 0.048
H -2.406 8.996 -0.831 0.050
C 9.642 -7.987 -0.648 -0.269
S 9.207 -6.915 -2.025 0.834
O 8.358 -5.817 -1.479 -0.570
C 8.108 -8.080 -2.842 -0.264
H 10.301 -7.434 0.018 0.051
H 8.741 -8.281 -0.109 0.058
H 10.162 -8.868 -1.025 0.055
H 7.305 -8.368 -2.163 0.058
H 8.676 -8.959 -3.149 0.055
H 7.688 -7.594 -3.721 0.052
```

Values from the calculation:
total charge: +1
largest force on an atom: 0.0648 hartree/bohr
electronic energy: -4719.6952 hartree

---

ORCA calculation (the ωB97M-V functional and the def2-TZVPD basis) on a molecular structure, C18H50Cl4HfN7O5P2 at a distorted geometry.

Structure (XYZ):
```
87
Properties=species:S:1:pos:R:3:lowdin_charge:R:1
Hf 0.502 1.437 -2.302 2.246
C -1.078 -0.893 0.193 -0.118
O -0.359 -0.175 -0.794 -0.338
H -0.702 -0.541 1.154 0.086
H -2.142 -0.684 0.082 0.077
H -0.866 -1.953 0.329 0.087
O 2.447 0.722 -1.032 -0.410
P 3.575 0.387 -0.131 0.640
N 3.047 -0.637 1.142 -0.278
C 2.324 0.000 2.228 -0.125
C 2.631 -2.038 0.985 -0.082
N 4.460 1.612 0.591 -0.275
C 5.430 1.202 1.642 -0.061
C 4.876 2.814 -0.216 -0.062
N 4.744 -0.589 -0.945 -0.260
C 5.022 -0.601 -2.393 -0.089
C 5.696 -1.465 -0.210 -0.095
H 1.585 0.730 1.899 0.074
H 3.064 0.285 2.976 0.087
H 1.688 -0.714 2.753 0.045
H 2.757 -2.520 1.955 0.089
H 3.332 -2.515 0.300 0.076
H 1.598 -2.195 0.675 0.070
H 6.098 0.397 1.334 0.066
H 5.919 2.047 2.127 0.108
H 4.926 0.798 2.520 0.070
H 5.210 3.535 0.529 0.092
H 5.718 2.596 -0.873 0.093
H 4.048 3.316 -0.716 0.067
H 4.538 0.264 -2.846 0.067
H 6.078 -0.566 -2.662 0.108
H 4.529 -1.469 -2.831 0.063
H 5.360 -1.659 0.809 0.079
H 6.682 -1.032 -0.044 0.088
H 5.879 -2.377 -0.778 0.101
O -1.762 2.119 -1.807 -0.447
P -3.120 2.415 -1.203 0.701
N -3.125 3.124 0.388 -0.268
C -2.496 2.405 1.545 -0.081
C -2.856 4.581 0.483 -0.101
N -4.064 0.971 -0.963 -0.320
C -4.068 0.040 -2.093 -0.107
C -5.233 0.885 -0.153 -0.093
N -4.060 3.402 -2.217 -0.289
C -5.292 3.995 -1.659 -0.077
C -4.179 3.184 -3.699 -0.075
H -1.409 2.351 1.608 0.082
H -2.858 1.379 1.472 0.049
H -3.004 2.693 2.466 0.108
H -3.230 5.076 1.379 0.108
H -3.198 5.141 -0.387 0.072
H -1.781 4.739 0.393 0.079
H -3.138 -0.071 -2.651 0.074
H -4.420 -0.898 -1.664 0.089
H -4.935 0.197 -2.735 0.091
H -6.009 1.411 -0.710 0.087
H -5.525 -0.150 0.020 0.102
H -5.006 1.179 0.872 0.087
H -6.042 3.204 -1.646 0.078
H -5.197 4.329 -0.625 0.079
H -5.562 4.862 -2.261 0.107
H -4.962 2.470 -3.952 0.084
H -3.338 2.717 -4.212 0.069
H -4.427 4.118 -4.203 0.096
C 2.548 -1.836 -4.681 0.054
N 1.890 -1.978 -3.379 -0.365
O 1.499 -0.918 -2.840 -0.134
O 1.791 -3.112 -2.967 0.210
H 3.036 -2.765 -4.975 0.130
H 3.325 -1.076 -4.597 0.090
H 1.844 -1.494 -5.440 0.121
Cl 1.465 -5.417 2.171 0.569
C -0.084 -5.012 1.410 -0.704
C -1.151 -6.092 1.601 -0.646
Cl -0.507 -7.558 0.854 0.589
H 0.171 -4.794 0.373 0.052
H -0.302 -4.053 1.880 0.028
H -2.179 -5.867 1.317 0.080
H -1.208 -6.252 2.678 0.069
Cl -0.363 -0.050 4.598 0.503
C -1.349 -1.609 4.513 -0.585
C -2.879 -1.349 4.648 -0.599
Cl -3.326 -0.697 6.304 0.537
H -0.952 -2.307 5.249 0.076
H -1.066 -2.091 3.578 0.037
H -3.316 -2.348 4.644 0.068
H -3.205 -0.711 3.827 0.053
```

Values from the calculation:
total charge: +3
largest force on an atom: 0.2120 hartree/bohr
electronic energy: -4045.6009 hartree

---

ORCA calculation (the ωB97M-V functional and the def2-TZVPD basis) on 8 unconnected molecules or ions with the total composition C18H51Cl6O20P5 at a distorted geometry.

Structure (XYZ):
```
100
Properties=species:S:1:pos:R:3:lowdin_charge:R:1
C -14.632 12.405 7.222 -0.139
O -15.701 12.757 6.411 -0.210
P -16.451 11.622 5.520 0.420
O -17.417 12.166 4.531 -0.242
O -15.291 10.631 4.939 -0.233
C -14.187 11.101 4.216 -0.127
O -17.104 10.733 6.640 -0.213
C -17.598 9.402 6.339 -0.073
H -14.639 11.388 7.615 0.093
H -14.744 13.082 8.069 0.096
H -13.686 12.604 6.718 0.088
H -13.200 10.909 4.638 0.087
H -14.119 12.175 4.041 0.095
H -14.334 10.530 3.299 0.097
H -18.672 9.308 6.502 0.089
H -17.102 8.690 6.998 0.088
H -17.392 9.081 5.318 0.085
C -11.970 21.218 4.127 -0.070
O -10.568 20.925 3.997 -0.208
P -9.883 19.754 4.767 0.391
O -10.266 18.376 4.396 -0.233
O -8.316 20.045 4.505 -0.218
C -7.710 21.199 5.074 -0.114
O -10.042 20.175 6.346 -0.237
C -9.392 19.341 7.330 -0.102
H -12.346 21.749 3.253 0.093
H -12.205 21.782 5.030 0.088
H -12.458 20.252 4.254 0.087
H -7.090 20.937 5.931 0.087
H -8.377 22.049 5.216 0.091
H -7.002 21.519 4.310 0.088
H -9.400 19.836 8.301 0.086
H -8.357 19.072 7.119 0.084
H -9.944 18.422 7.523 0.087
C -21.131 13.299 12.084 -0.120
O -22.491 12.947 12.216 -0.224
P -23.524 13.301 11.000 0.407
O -23.442 14.672 10.520 -0.233
O -25.020 12.942 11.504 -0.212
C -25.672 13.788 12.483 -0.097
O -23.212 12.130 9.937 -0.227
C -23.825 12.247 8.610 -0.072
H -20.696 13.537 13.055 0.087
H -20.956 14.166 11.448 0.086
H -20.639 12.393 11.730 0.089
H -26.734 13.897 12.264 0.084
H -25.276 14.801 12.555 0.083
H -25.670 13.422 13.510 0.083
H -24.597 13.002 8.464 0.085
H -24.263 11.256 8.488 0.091
H -23.028 12.539 7.927 0.089
C -16.926 16.343 -2.524 -0.156
O -17.703 15.478 -3.216 -0.203
P -18.045 15.610 -4.801 0.498
O -16.952 15.722 -5.767 -0.225
O -19.096 16.857 -4.806 -0.223
C -19.381 17.505 -6.055 -0.112
O -19.140 14.403 -5.087 -0.211
C -19.418 14.126 -6.412 -0.157
H -17.650 16.941 -1.970 0.093
H -16.397 17.064 -3.147 0.093
H -16.250 15.875 -1.809 0.097
H -20.383 17.329 -6.446 0.086
H -18.696 17.187 -6.840 0.075
H -19.306 18.583 -5.907 0.087
H -19.190 13.125 -6.778 0.096
H -19.114 14.934 -7.077 0.072
H -20.495 14.247 -6.526 0.090
C -16.469 26.074 8.805 -0.106
O -17.420 26.675 7.912 -0.246
P -19.006 26.273 8.171 0.534
O -19.296 25.287 9.273 -0.264
O -19.735 27.721 8.399 -0.234
C -19.242 28.830 7.650 -0.115
O -19.619 25.877 6.678 -0.255
C -21.054 25.547 6.544 -0.074
H -15.466 26.007 8.384 0.084
H -16.787 25.069 9.085 0.081
H -16.293 26.741 9.648 0.090
H -18.281 28.682 7.158 0.080
H -19.120 29.620 8.391 0.089
H -19.988 29.131 6.914 0.088
H -21.575 25.527 7.500 0.083
H -21.281 24.614 6.028 0.082
H -21.458 26.325 5.897 0.082
Cl -24.086 16.937 1.379 0.472
C -22.915 15.576 1.415 -0.981
Cl -23.520 14.044 0.693 0.468
H -22.023 15.876 0.865 0.026
H -22.782 15.296 2.460 0.016
Cl -25.089 20.885 13.076 0.472
C -23.310 20.671 13.205 -1.011
Cl -22.813 19.995 14.770 0.487
H -23.009 19.992 12.407 0.023
H -22.770 21.601 13.028 0.029
Cl -17.877 18.677 7.670 0.469
C -19.253 18.317 6.594 -0.974
Cl -19.173 19.496 5.233 0.450
H -19.177 17.297 6.215 0.030
H -20.172 18.526 7.142 0.023
```

Values from the calculation:
relative energy (zero: lowest compared OMol25 entry of this formula, charge and spin): 61.19 kcal per mole
structure (SMILES): COP(=O)(OC)OC.COP(=O)(OC)OC.COP(=O)(OC)OC.COP(=O)(OC)OC.COP(=O)(OC)OC.ClCCl.ClCCl.ClCCl
largest force on an atom: 0.1003 hartree/bohr
electronic energy: -6689.4885 hartree

---

ORCA calculation (the ωB97M-V functional and the def2-TZVPD basis) on a molecular structure, C18H51LiN4O12 at a distorted geometry.

Structure (XYZ):
```
86
Properties=species:S:1:pos:R:3:lowdin_charge:R:1
Li 0.607 0.972 -3.681 0.820
N -0.822 -1.253 0.565 -0.770
O -0.497 -2.304 0.976 -0.028
O -0.227 -0.856 -0.396 -0.102
O -1.571 -0.549 1.224 -0.076
C -1.513 1.314 -7.365 -0.057
C -2.467 1.808 -6.315 -0.498
C -3.517 0.750 -5.882 -0.134
O -2.776 -0.355 -5.259 -0.217
C -3.565 -1.413 -4.653 -0.080
N -1.798 2.368 -5.213 0.020
H -0.762 2.024 -7.711 0.079
H -2.163 1.138 -8.222 0.084
H -1.055 0.402 -6.983 0.078
H -2.962 2.704 -6.690 0.137
H -4.080 0.437 -6.761 0.127
H -4.125 1.168 -5.079 0.120
H -4.392 -1.020 -4.062 0.081
H -2.894 -1.986 -4.013 0.091
H -4.093 -2.085 -5.330 0.080
H -1.477 3.298 -5.439 0.084
H -2.567 2.522 -4.576 0.081
C 3.582 -2.686 6.369 -0.110
C 2.260 -2.189 6.835 -0.444
C 1.859 -0.898 6.063 -0.197
O 0.590 -0.632 6.604 -0.196
C 0.166 0.698 6.424 -0.099
N 1.326 -3.289 6.557 0.037
H 3.939 -3.488 7.016 0.077
H 4.398 -1.972 6.477 0.071
H 3.445 -2.955 5.322 0.085
H 2.353 -2.059 7.913 0.134
H 1.834 -1.128 4.998 0.131
H 2.598 -0.123 6.272 0.119
H -0.675 0.948 7.071 0.090
H -0.219 0.672 5.405 0.087
H 1.034 1.356 6.437 0.079
H 0.933 -3.195 5.631 0.077
H 1.839 -4.140 6.741 0.060
C 4.636 2.193 -5.752 -0.071
C 4.728 1.161 -4.672 -0.427
C 4.979 1.710 -3.173 -0.129
O 3.722 2.321 -2.793 -0.240
C 3.793 2.914 -1.501 -0.101
N 3.549 0.340 -4.714 0.012
H 3.673 2.703 -5.722 0.078
H 4.744 1.727 -6.732 0.080
H 5.413 2.951 -5.653 0.083
H 5.556 0.499 -4.925 0.130
H 5.769 2.451 -3.052 0.115
H 5.173 0.948 -2.418 0.117
H 2.956 3.600 -1.379 0.084
H 4.650 3.587 -1.511 0.089
H 3.674 2.183 -0.701 0.097
H 3.617 -0.365 -3.994 0.079
H 3.433 -0.223 -5.545 0.082
C 4.741 -4.679 -0.547 -0.232
C 4.439 -5.602 -1.764 -0.256
O 4.622 -4.815 -2.886 -0.070
O 6.111 -4.336 -0.597 -0.078
H 4.527 -5.275 0.340 0.110
H 4.163 -3.755 -0.581 0.121
H 3.416 -5.977 -1.752 0.121
H 5.149 -6.426 -1.821 0.118
H 5.566 -4.895 -3.037 0.082
H 6.301 -3.539 -0.097 0.085
C -6.430 -1.505 5.091 -0.195
C -7.454 -1.792 6.293 -0.197
O -6.831 -2.624 7.308 -0.085
O -5.025 -1.802 5.356 -0.075
H -6.532 -0.475 4.750 0.102
H -6.735 -2.150 4.266 0.099
H -8.344 -2.264 5.877 0.102
H -7.771 -0.932 6.884 0.100
H -7.545 -3.156 7.667 0.071
H -4.563 -1.467 4.583 0.078
C -4.375 4.928 0.765 -0.221
C -3.201 5.708 1.439 -0.207
O -3.727 6.947 1.997 -0.089
O -3.899 3.845 -0.097 -0.083
H -5.050 5.606 0.241 0.114
H -5.028 4.433 1.484 0.111
H -2.473 6.088 0.722 0.115
H -2.637 5.081 2.130 0.112
H -4.589 6.824 2.402 0.072
H -3.437 3.303 0.548 0.076
```

Values from the calculation:
largest force on an atom: 0.1252 hartree/bohr
electronic energy: -1845.4551 hartree

---

ORCA calculation (the ωB97M-V functional and the def2-TZVPD basis) on a molecular structure, C18H52Cu5N2O15P2 at a distorted geometry.

Structure (XYZ):
```
94
Properties=species:S:1:pos:R:3:lowdin_charge:R:1
Cu -5.969 20.281 19.273 0.375
Cu -6.316 24.759 15.697 0.505
Cu -3.863 22.325 18.713 0.409
Cu -8.283 22.064 20.964 0.523
Cu -6.239 23.891 20.192 0.392
P -4.685 21.692 21.368 -0.017
O -6.278 21.515 21.427 -0.426
O -4.287 21.424 22.793 -0.390
O -4.281 23.135 20.965 -0.391
O -4.127 20.748 20.243 -0.388
P -6.432 22.663 17.632 0.115
O -7.189 22.221 18.884 -0.367
O -7.354 23.077 16.455 -0.358
O -5.439 21.563 17.236 -0.345
O -5.562 23.908 18.042 -0.390
C -5.399 16.857 17.314 -0.075
C -5.222 18.283 16.840 -0.287
O -6.325 19.045 17.346 -0.127
H -6.095 16.838 18.154 0.079
H -4.502 16.310 17.592 0.071
H -5.931 16.275 16.553 0.069
H -5.200 18.367 15.749 0.103
H -4.297 18.699 17.256 0.120
H -6.250 19.967 17.027 0.029
C -7.718 19.590 13.159 -0.090
C -7.579 20.358 14.466 -0.364
O -8.312 21.545 14.408 -0.080
H -7.379 20.185 12.313 0.070
H -8.739 19.216 13.057 0.070
H -7.123 18.671 13.209 0.066
H -6.500 20.512 14.645 0.101
H -7.864 19.679 15.284 0.105
H -8.066 22.072 15.197 0.026
C -1.482 20.275 14.749 -0.080
C -2.926 20.762 14.809 -0.283
O -3.120 21.339 16.115 -0.142
H -1.105 20.332 13.721 0.066
H -1.411 19.208 14.964 0.068
H -0.848 20.895 15.375 0.075
H -3.660 19.963 14.712 0.100
H -3.017 21.590 14.095 0.089
H -4.078 21.355 16.332 0.010
C -11.103 19.660 18.223 -0.082
C -10.425 20.912 18.791 -0.316
O -9.126 20.534 19.218 -0.101
H -10.911 18.849 18.924 0.075
H -10.729 19.427 17.226 0.070
H -12.180 19.794 18.088 0.068
H -11.116 21.325 19.534 0.105
H -10.370 21.641 17.975 0.112
H -8.511 21.177 18.794 0.023
C -10.264 26.169 18.465 -0.081
C -9.586 24.853 18.140 -0.335
O -9.555 24.649 16.735 -0.096
H -9.601 27.007 18.268 0.065
H -10.466 26.132 19.543 0.072
H -11.248 26.274 18.011 0.074
H -10.061 24.018 18.672 0.097
H -8.533 24.904 18.463 0.094
H -8.933 23.921 16.554 0.022
C -2.038 24.596 14.029 -0.058
C -2.406 24.610 15.498 -0.396
C -2.003 25.913 16.156 -0.230
O -2.256 25.932 17.528 -0.206
C -1.176 26.332 18.344 -0.084
N -3.876 24.344 15.581 0.060
H -1.060 25.037 13.815 0.076
H -2.787 25.185 13.491 0.083
H -2.083 23.627 13.531 0.064
H -1.936 23.826 16.107 0.143
H -2.488 26.772 15.662 0.136
H -0.956 26.028 15.838 0.125
H -0.982 27.407 18.244 0.089
H -0.290 25.710 18.205 0.093
H -1.497 26.219 19.382 0.094
H -4.038 24.427 16.592 0.032
H -4.006 23.338 15.465 0.058
C -5.331 27.452 19.664 -0.034
C -5.724 27.667 18.204 -0.393
C -5.062 28.904 17.656 -0.208
O -5.743 30.058 18.155 -0.187
C -5.018 31.235 17.933 -0.139
N -5.173 26.568 17.406 0.053
H -5.742 26.477 19.963 0.057
H -5.782 28.184 20.337 0.081
H -4.256 27.374 19.818 0.084
H -6.807 27.688 18.097 0.139
H -5.065 28.888 16.560 0.127
H -4.034 29.036 18.021 0.125
H -5.740 32.023 18.140 0.086
H -4.605 31.333 16.919 0.085
H -4.132 31.330 18.579 0.086
H -5.370 25.638 17.783 0.008
H -4.161 26.595 17.354 0.045
```

Values from the calculation:
total charge: -1
largest force on an atom: 0.0657 hartree/bohr
electronic energy: -10840.4993 hartree

---

Computed HOMO energy, in the same sequence as the records: -10.04, -15.78, -10.50, -6.49, -4.10 eV.